Computed, not measured: one molecule with the formula C3H6N2OS, with wB97M-V/def2-TZVPD.

Element x y z (Å)
C (1.0319, 0.2899, 0.5398)
C (0.4287, -1.0308, 0.0056)
C (-1.8299, -0.0649, -0.1198)
H (1.6807, 1.1357, -1.2134)
H (0.9843, 2.2328, -0.2234)
H (0.5309, 0.6303, 1.4809)
H (2.0757, 0.0014, 0.8138)
H (-1.4086, -2.0522, -0.2771)
H (-1.2779, 0.8620, -0.0624)
N (0.9931, 1.2827, -0.4884)
N (-0.9473, -1.1272, -0.2140)
O (1.1878, -1.9684, -0.2135)
S (-3.4496, -0.1912, -0.0281)

Atoms 1-6, force components in eV/Å:
C 0.512 -0.630 0.866
C 1.282 -0.847 -0.001
C 0.416 -0.694 0.438
H -0.028 -0.038 0.091
H 0.096 0.863 0.586
H 0.183 -0.224 -0.883

Computed properties:
Total charge   0
DFT total energy   -700.8459 a.u.
Energy relative to the best compared isomer or geometry (same formula, charge and spin)   113.7 kJ/mol
Spin multiplicity   1
SMILES   NCC(=O)NC=S

---

Computed, not measured: one molecule with the formula C3H6N2OS, with wB97M-V/def2-TZVPD.

Element x y z (Å)
C (-0.1211, -0.9718, -0.0460)
C (1.3893, -0.5038, 0.1420)
C (-0.1119, 1.2568, 0.0108)
H (-3.4029, 0.1671, -1.0717)
H (-0.2394, -1.5687, 0.9743)
H (-0.4060, -1.8636, -0.9645)
H (1.8099, -1.2099, -0.5177)
H (1.7109, -0.6324, 1.1539)
H (2.0465, 1.5085, 0.5048)
N (-0.9239, 0.1860, -0.1990)
N (1.2944, 0.9066, -0.1750)
O (-0.3390, 2.4619, 0.0204)
S (-2.7067, 0.2633, 0.1678)

Atoms 1-6, force components in eV/Å:
C -0.496 -5.354 0.909
C -2.771 -0.154 -0.662
C 2.434 4.719 -1.841
H 1.552 0.108 1.020
H -0.795 1.037 -2.068
H 1.267 2.849 2.567

Computed properties:
Total charge   0
DFT total energy   -700.7631 a.u.
Energy relative to the best compared isomer or geometry (same formula, charge and spin)   331.1 kJ/mol
Spin multiplicity   1
SMILES   O=C1NCCN1S

---

Computed, not measured: one molecule with the formula C3H6N2OS2, with wB97M-V/def2-TZVPD.

Element x y z (Å)
C (-0.5684, -0.7316, 0.9622)
C (-0.7099, 0.6014, 0.1268)
C (-0.7086, 0.2912, -1.2986)
H (1.0373, 0.0755, 1.9788)
H (0.6242, -1.5655, 2.2889)
H (-1.7428, 0.8932, 0.3400)
H (1.1205, 1.9637, -0.6452)
H (-1.5874, 0.5710, -1.8714)
H (1.9545, -0.8425, -1.8198)
N (0.3990, -0.7372, 1.8362)
N (0.2413, -0.1807, -1.9912)
O (1.3125, -0.4738, -1.2121)
S (-1.7147, -1.9275, 0.8433)
S (0.3425, 2.0629, 0.4621)

Atoms 1-6, force components in eV/Å:
C -0.944 1.064 -0.528
C -0.744 -0.871 1.303
C -0.389 0.224 -1.786
H -0.844 -0.959 -0.557
H 0.220 -1.582 1.062
H 0.269 0.207 0.198

Computed properties:
Total charge   0
DFT total energy   -1098.9721 a.u.
Energy relative to the best compared isomer or geometry (same formula, charge and spin)   267.2 kJ/mol
Spin multiplicity   1
SMILES   NC(=S)[C@@H](S)/C=N\O

---

Orbital gap (computed, eV): 8.9 9.8 8.9